Entry 1:
ORCA calculation (ωB97M-V/def2-TZVPD) on C29H76CaN3O13 as an isolated structure at a distorted geometry.

Geometry as XYZ:
```
122
Properties=species:S:1:pos:R:3:forces:R:3
Ca -2.14910 0.12397 -1.31315 -11.6952 3.0061 -6.8786
C 1.01313 -0.87713 -0.03888 -3.7338 -1.3474 -1.9680
C -0.32988 -0.48647 -0.57833 3.9976 -1.9189 2.0703
O -0.60395 -0.69699 -1.80387 6.9009 -2.9512 3.4747
O -1.22660 -0.03413 0.15433 8.7269 -1.5901 8.1096
H 1.22954 -0.52786 0.97072 -2.6644 -1.6096 -0.6483
H 1.78340 -0.51465 -0.71960 -0.8692 -1.0459 -0.0590
H 1.05780 -1.96240 0.05224 -0.9899 0.9232 -1.2165
C 0.19609 1.81369 1.68538 -0.8379 -0.3129 1.4468
O -0.41230 2.97719 2.27373 0.2395 -0.0918 -0.1442
H -0.48900 0.96877 1.75508 0.2197 0.3255 -0.0315
H 0.44767 1.98982 0.63953 0.2383 0.2430 0.7022
H 1.08056 1.55980 2.26963 -1.1967 -0.1265 -0.3387
H -0.14945 2.95607 3.19680 -0.1395 0.2734 0.1223
C 1.74410 -0.30725 -3.25287 -0.6686 -3.0440 -2.5305
O 1.15876 -1.49916 -2.89075 3.4617 -3.5434 -1.1421
H 0.98887 0.23309 -3.82362 1.0801 -0.5251 0.0454
H 2.01933 0.28055 -2.37717 -1.3731 -9.1887 -3.6830
H 2.61414 -0.44749 -3.89432 0.0918 -0.2507 -0.1733
H 0.36935 -1.32074 -2.37443 0.2889 0.0183 -0.1088
C 3.06038 -1.67008 0.52055 3.4358 -2.4130 -0.8670
O 4.04743 -2.57558 1.00014 -0.2205 -0.0937 1.3914
H 2.31776 -1.38695 1.26651 1.8105 -1.1577 0.6399
H 3.54852 -0.77933 0.12511 0.0852 -1.4407 0.4449
H 2.57742 -2.14430 -0.33383 0.6458 -0.3679 0.3109
H 4.68568 -2.84584 0.33593 -0.2232 0.3196 -0.2623
C 1.53601 1.58998 -1.59780 0.9940 5.1744 5.1043
O 2.10463 2.04810 -0.38516 0.0654 0.3961 0.0830
C 2.55931 1.00812 0.43245 0.9152 1.2363 0.5737
C 3.12010 1.49378 1.72221 0.6653 0.8298 -1.4088
N 4.28698 2.32145 1.34979 -1.3446 -0.6622 1.6106
C 4.68650 3.17451 2.46404 1.8629 0.7846 -1.7404
C 3.87457 4.41547 2.72940 -0.5379 0.0384 -0.1500
O 3.84315 5.19497 1.50443 0.3170 -1.1162 1.1051
C 3.15668 6.39992 1.72336 0.1537 -0.1680 0.0854
H 1.25560 2.47962 -2.16171 0.4660 0.2350 2.6904
H 0.60933 1.02670 -1.48783 2.1658 -0.6090 1.0592
H 2.18808 0.96390 -2.20685 2.2341 8.8379 3.3451
H 3.37654 0.45469 -0.03012 -0.2486 1.4994 -0.6542
H 1.74057 0.30634 0.59138 2.8203 4.0557 0.3716
H 3.35447 0.59256 2.28876 0.4284 0.1780 0.4383
H 2.28192 2.02825 2.16932 1.6655 0.5816 0.5445
H 3.92951 2.93874 0.63476 0.1284 0.2042 -0.3546
H 5.54963 3.66130 2.01002 0.8040 -0.1235 0.4985
H 5.05352 2.56810 3.29208 -0.4546 0.2737 0.2602
H 4.33229 4.99226 3.53309 0.2623 0.1570 0.0251
H 2.86879 4.19165 3.08495 -0.5149 0.0780 -0.2418
H 2.16076 6.14622 2.08652 -0.4107 0.4297 -0.2693
H 3.18408 6.95790 0.78740 -0.3532 -0.0399 0.1112
H 3.64732 6.98933 2.49793 0.1255 0.1828 0.1069
C -3.36406 -4.36879 2.96285 -0.4154 -0.5214 -0.3630
O -2.72154 -3.36482 2.14863 -3.4245 -6.9515 -3.1421
C -3.48322 -2.98089 1.00429 0.8927 0.0440 -0.0191
C -2.60025 -1.87992 0.37341 -2.4672 0.0770 -0.1063
N -3.35974 -0.94320 -0.54283 -9.8037 -9.5299 5.4965
C -3.95938 -1.67695 -1.66735 -0.1170 -0.2605 -0.7515
C -2.92172 -2.02218 -2.73937 -0.3115 -0.8151 -0.3767
O -2.11613 -0.87626 -3.08024 -3.7390 -3.2866 -5.6316
C -1.27462 -1.21078 -4.18600 -0.2193 -2.0025 -1.0265
H -3.09866 -5.38463 2.67004 0.1289 0.0269 -0.2758
H -4.45147 -4.29425 2.95349 -0.1393 0.2233 -0.3860
H -3.12070 -4.28088 4.02169 0.5191 0.3850 -0.1536
H -4.44694 -2.60876 1.35193 -0.2789 0.1835 -0.1894
H -3.61591 -3.76690 0.26086 -0.2821 -0.4207 0.2259
H -1.75160 -2.35462 -0.11908 -0.8480 0.4445 -0.2881
H -2.20473 -1.25247 1.17213 -0.4142 -0.2998 -0.9389
H -4.17080 -0.54056 -0.09544 -0.0299 -0.1726 0.8834
H -4.75896 -1.09113 -2.12077 0.1247 0.4542 0.0051
H -4.48683 -2.57230 -1.33832 0.2630 -0.3319 -0.1548
H -3.40948 -2.48233 -3.59870 -0.4830 0.6901 -0.4145
H -2.32226 -2.89305 -2.47419 0.6829 0.3350 0.6790
H -0.57518 -2.01186 -3.94693 -0.6025 -0.4347 -0.1689
H -0.60890 -0.36919 -4.37739 -0.1497 -4.1896 -2.4793
H -1.87845 -1.34958 -5.08279 -0.0156 -0.3289 0.0042
C -3.13844 1.31263 1.52467 -0.2145 0.5532 0.7478
O -2.78984 1.36502 0.15567 -4.5770 2.4730 2.7631
C -2.08165 2.48942 -0.16195 1.5518 1.3486 -0.6000
C -1.85873 2.53471 -1.67160 -0.8945 2.3021 -0.0062
N -1.24993 1.35265 -2.21376 5.9786 11.5859 -6.7711
C -1.05874 1.34008 -3.61475 -0.2836 2.3182 -1.5904
C -0.05984 2.36235 -4.15182 0.2989 0.3453 -0.1682
O 1.21618 1.98941 -3.57717 -0.1958 3.4646 -6.8475
C 2.37471 2.81457 -4.02852 -0.7947 -0.9296 -0.5928
H -3.56097 0.33351 1.75028 0.2966 0.0371 0.0943
H -3.86570 2.06590 1.82762 -0.4896 0.1280 -0.5718
H -2.29947 1.59980 2.15852 0.2168 -0.5990 -0.0962
H -1.11083 2.38732 0.32302 -0.5662 0.7496 -0.2695
H -2.59975 3.38928 0.16958 0.1465 0.1918 -0.0376
H -1.29488 3.43698 -1.90844 0.3071 0.1511 0.2815
H -2.81689 2.77097 -2.13443 -0.3651 -0.4974 -0.3490
H -0.26642 1.43111 -1.99777 -1.1235 0.5147 0.5070
H -2.03015 1.42211 -4.10234 -0.0043 0.1426 -0.3884
H -0.68415 0.34415 -3.85119 -0.3414 4.7267 2.3334
H -0.30994 3.39157 -3.89442 -0.0025 0.2194 0.4966
H -0.05581 2.42137 -5.24021 0.2195 -0.5692 -0.2618
H 2.47817 2.70904 -5.10846 -0.1812 -0.0481 -0.0575
H 3.28436 2.38905 -3.60476 -0.2708 -0.0045 0.3416
H 2.31545 3.88148 -3.81339 -0.3847 -0.0809 0.4095
C 0.13883 -1.26138 2.77870 -0.5205 0.7160 1.1298
C -1.08765 -0.90837 3.62197 0.9557 0.3785 0.5285
C -2.23857 -1.82413 3.37922 0.5729 2.5109 1.9282
O -0.76518 -0.92576 5.00837 -0.2568 0.0597 0.1338
H -0.20556 -1.40978 1.75524 0.8703 1.8533 1.4330
H 0.54936 -2.22556 3.07856 0.2802 0.7088 0.4555
H 0.86899 -0.45556 2.85348 0.2007 -0.0889 0.2234
H -1.33810 0.09891 3.28913 -0.3766 0.3302 0.3160
H -3.15139 -1.54322 3.90453 -0.0410 0.5653 0.2326
H -2.05199 -2.83014 3.75505 0.9030 0.9118 0.4167
H -2.47241 -1.87181 2.31567 0.7580 2.0639 3.0600
H 0.09038 -0.51494 5.15262 0.0982 0.0590 -0.0092
C -0.16673 -3.28125 1.39004 -0.9338 -0.7511 -1.7472
C -0.53639 -4.23457 0.25968 1.5084 -1.5896 1.4940
C -0.14009 -3.77281 -1.09550 0.4440 1.1397 -0.8225
O 0.20175 -5.43178 0.60983 -1.0414 -0.5569 -0.6403
H -0.89045 -2.46815 1.44654 0.5245 -1.7204 -0.2910
H 0.78970 -2.81977 1.14429 -0.0630 -0.9843 0.6381
H -0.11778 -3.71734 2.38780 -0.2323 -0.5332 -0.5353
H -1.60958 -4.42466 0.24475 0.1445 -0.6532 0.3557
H 0.92482 -3.56314 -1.19600 0.1724 -0.1140 0.1897
H -0.62190 -2.80493 -1.23399 0.2125 -0.2953 -0.5697
H -0.37233 -4.38841 -1.96451 -0.3476 -0.3946 0.3829
H 1.08668 -5.15026 0.85322 0.1509 -0.0006 0.0019
```
Positions in Å, forces in eV/Å.

Properties
Strongest force on any atom ... 0.2866 hartree/bohr
Charge ... +1


Entry 2:
ORCA calculation (ωB97M-V/def2-TZVPD) on C29H76Li2O23 as an isolated structure at a distorted geometry.

Geometry as XYZ:
```
130
Properties=species:S:1:pos:R:3:forces:R:3
Li 6.63084 -1.03481 17.51938 -0.5906 -1.1104 0.3829
Li 10.23093 -2.25030 18.00706 -0.1736 -1.2526 -0.3352
C 5.87384 -4.18382 19.38230 0.8481 0.2119 -0.2785
C 5.97599 -5.08125 20.47281 -1.4631 0.0797 -0.3212
C 7.33390 -5.71644 20.76242 0.9209 -1.1877 0.8603
O 7.50325 -6.59017 21.63648 -1.1138 0.5905 -0.5916
C 8.43052 -5.31010 19.98643 0.5611 1.1299 -1.4407
C 8.34950 -4.34742 18.98734 -0.6887 -0.9608 1.0087
C 6.96062 -3.81470 18.61377 -0.3827 0.4010 0.3599
O 6.85663 -3.00817 17.63071 0.7404 0.8408 -0.2948
O 9.36039 -3.91900 18.35227 0.5200 1.2895 -0.5350
O 4.95305 -5.38455 21.10755 0.7896 -0.3341 0.4340
H 4.90698 -3.76947 19.13552 -0.0814 -0.1170 0.0509
H 9.41138 -5.74264 20.13913 -0.0639 -0.0633 0.3291
C 3.76234 -1.80588 16.50750 -0.3201 0.2838 0.3104
O 4.63836 -1.09005 17.37708 0.1428 0.4483 -0.0051
C 4.07399 -0.84967 18.66064 0.1072 0.3453 -0.2692
C 4.85315 0.26651 19.32046 0.6479 -0.4680 0.0164
O 6.27328 0.03645 19.21085 -0.1268 -0.1026 -0.9394
C 7.01635 1.16044 19.63826 0.6638 -0.1546 0.9546
H 4.29236 -1.96930 15.57570 0.0335 -0.2999 0.0519
H 2.86932 -1.20576 16.30264 0.0860 0.0993 -0.0184
H 3.42165 -2.72206 16.99166 0.2652 -0.2220 -0.2273
H 4.05454 -1.76750 19.24989 0.0034 -0.0178 0.0048
H 3.06690 -0.44104 18.52837 -0.1744 -0.3188 0.1508
H 4.64285 0.27750 20.39176 -0.4017 0.4126 -0.0878
H 4.62557 1.19469 18.79159 -0.0685 0.1895 0.3408
H 8.07962 0.92388 19.56784 -0.0656 -0.0922 -0.3192
H 6.86648 1.31314 20.71204 -0.2794 0.2180 -0.0821
H 6.81521 2.08245 19.09106 -0.2493 -0.0965 -0.1363
C 11.81344 -4.34351 22.17855 -0.0531 -0.1247 -0.3286
O 11.81343 -5.42450 23.08371 0.3371 0.2797 0.1424
C 11.87568 -6.66121 22.41271 0.2826 -0.3947 -0.7598
C 12.12100 -7.79867 23.37293 -0.7156 0.8844 0.4060
O 13.42133 -7.72685 23.90612 0.3091 -0.1139 -0.3917
C 13.63845 -8.69387 24.90294 -0.2243 0.0679 0.2971
H 11.73814 -3.39238 22.70033 -0.0664 -0.1975 0.3334
H 10.94485 -4.43138 21.51260 0.0750 0.1277 -0.1253
H 12.74082 -4.34141 21.59172 -0.0470 -0.0454 -0.0817
H 12.64570 -6.65013 21.62388 0.2403 0.1344 0.2678
H 10.94625 -6.85513 21.85768 -0.1808 0.0252 0.3252
H 11.86805 -8.72667 22.84921 0.2875 -0.1982 0.1515
H 11.41689 -7.65152 24.20347 -0.2070 -0.3139 -0.1203
H 13.75085 -9.69541 24.47521 0.0439 -0.0248 0.0320
H 12.80729 -8.70818 25.61990 -0.0457 -0.0631 -0.0903
H 14.52581 -8.41571 25.46924 0.1467 -0.0447 -0.2113
C 12.92516 -7.86470 14.05372 0.4749 -0.5988 -0.1875
O 13.47643 -8.79644 14.98200 -0.1754 0.7521 0.2144
C 14.13916 -8.17583 16.05550 0.8247 0.2972 0.3435
C 13.54112 -6.95647 16.77973 0.8871 -0.9096 0.5333
O 12.24488 -7.13051 17.26365 -0.9849 0.1285 -0.9157
C 11.65549 -5.87804 17.55628 1.1225 0.4244 0.5825
H 13.62158 -7.05513 13.80860 -0.0031 0.0881 0.2689
H 11.97131 -7.48733 14.42374 0.0159 0.2250 -0.1130
H 12.79495 -8.43171 13.13308 -0.3450 0.0722 0.0073
H 15.11254 -7.79075 15.70328 -0.0227 0.0154 -0.0698
H 14.41270 -8.94203 16.78098 -0.4345 -0.2141 -0.0645
H 13.71296 -6.06245 16.16855 -0.6186 0.0900 -0.0675
H 14.17151 -6.84511 17.67711 0.4040 0.2139 -0.2685
H 10.58313 -5.91045 17.68705 -0.0887 -0.3394 -0.2257
H 11.96689 -5.14305 16.80399 -0.5308 -0.0504 -0.2504
H 12.10643 -5.48561 18.48235 -0.2237 -0.0588 0.1641
C 0.44223 -9.21350 14.79431 -0.6165 0.2466 -0.2155
O 1.31626 -8.51658 15.64012 -0.1780 -0.1124 0.0882
C 0.64088 -7.57203 16.43165 -0.0574 0.4817 -0.0327
C 1.61258 -6.94828 17.40459 -0.1578 -0.7463 -0.0284
O 2.66284 -6.34842 16.68115 -0.3152 0.6219 -0.1219
C 3.52869 -5.62786 17.51178 0.6877 -0.3369 0.5533
H -0.17943 -8.52166 14.20580 0.3099 0.0685 -0.2059
H -0.30652 -9.81854 15.32562 0.3457 -0.1678 0.2768
H 1.03394 -9.83937 14.13336 -0.0079 -0.0405 -0.0054
H -0.20391 -8.03065 16.96251 0.1476 -0.1132 0.2144
H 0.19371 -6.76606 15.82777 0.1486 -0.1397 -0.2959
H 2.00230 -7.73400 18.05978 0.0760 0.1283 0.1009
H 1.07438 -6.22578 18.02892 0.1048 0.0685 0.0200
H 4.20316 -5.01185 16.91604 -0.1525 -0.0327 -0.2046
H 4.16078 -6.30604 18.10243 -0.0360 -0.0012 -0.0232
H 3.02491 -4.99689 18.25704 -0.2819 0.0462 -0.2153
C 10.70044 -10.24456 14.54307 0.5003 -0.5318 0.2273
O 9.72555 -9.74679 13.64969 0.3224 0.0713 -0.0258
C 8.97975 -8.68283 14.15538 -0.3911 0.9303 -0.1759
C 8.22246 -8.98905 15.41926 -0.3583 -0.1315 1.0549
O 7.48659 -10.17050 15.20822 0.0832 -0.0344 -0.3688
C 6.55412 -10.47067 16.21453 -0.1559 0.0750 -0.1760
H 10.26524 -10.72281 15.42844 -0.1671 0.1010 -0.1043
H 11.46556 -9.53079 14.88531 -0.6723 0.0201 -0.1486
H 11.24888 -11.01961 14.00508 -0.1100 0.0038 -0.0683
H 8.24999 -8.37868 13.39883 -0.0029 -0.4771 -0.1590
H 9.57635 -7.76530 14.27709 0.2852 -0.1678 0.3769
H 7.55476 -8.16459 15.71106 -0.0657 0.1806 -0.4673
H 8.85082 -9.09173 16.32156 0.2580 -0.2004 -0.3082
H 6.25181 -11.50488 16.05952 0.0271 -0.0215 0.1287
H 5.65340 -9.84384 16.13927 0.1608 0.0716 0.0570
H 7.00129 -10.34922 17.19961 -0.0145 -0.0713 0.2709
O 9.57476 -8.85371 20.86853 0.1006 0.1136 -0.1921
H 9.05074 -8.04004 20.84204 -0.1044 -0.1025 0.2520
H 10.37910 -8.64844 20.38071 -0.0624 -0.0485 -0.0851
O 9.09180 -5.37097 23.72998 0.0230 0.0294 -0.2727
H 8.59852 -5.86558 23.06195 -0.0588 -0.0508 0.2320
H 10.02061 -5.47142 23.47385 -0.1288 0.0883 0.3278
O 2.43451 -6.80187 20.48555 -0.1372 0.0302 -0.0977
H 3.15226 -6.17361 20.64464 0.1902 -0.0170 0.1503
H 2.64578 -7.56210 21.03332 0.0299 0.0572 0.0673
O 5.58764 -3.91366 23.92492 0.0427 0.2561 -0.1590
H 4.88104 -3.33499 24.22476 -0.0357 -0.0578 0.0141
H 5.30994 -4.21510 23.05096 -0.0858 -0.2623 0.0627
O 5.17591 -7.70363 23.11653 -0.0674 -0.1009 -0.1944
H 4.52580 -8.30447 22.74233 0.0236 -0.0428 0.0315
H 5.48620 -7.17413 22.36330 -0.0021 0.1368 0.2134
O 10.89999 -2.55993 16.18925 0.0497 0.2467 -0.0218
H 10.33930 -3.19664 15.67928 -0.2728 -0.1027 0.3078
H 11.72700 -2.48497 15.70576 0.0386 0.0931 0.0972
C 7.40240 -9.96854 23.93977 -0.1109 -0.0691 -0.9229
O 8.01657 -8.70892 23.82295 0.4402 -0.0344 0.2893
H 6.33503 -9.86067 24.14592 0.0364 -0.1680 0.3456
H 7.49188 -10.53960 23.00301 -0.0418 0.0515 -0.0394
H 7.92286 -10.57271 24.68086 -0.1064 0.2826 0.3204
H 7.50264 -8.15470 23.22498 -0.1683 -0.0895 0.1166
C 8.36230 -1.92564 22.05553 -0.9493 -0.4832 -0.3245
O 9.20697 -2.09206 23.16947 -0.0674 0.5499 -0.3182
H 7.83940 -0.96058 21.99143 0.5188 0.2951 0.1049
H 8.86893 -2.15341 21.10810 0.0916 0.1443 -0.0594
H 7.51581 -2.61395 22.11420 0.3432 -0.3511 0.3002
H 9.81864 -1.34946 23.13530 0.1056 -0.1044 0.2844
C 7.77689 -4.02308 14.77572 0.5087 0.1849 0.2038
O 8.95040 -4.27599 15.56139 -0.2738 -0.0473 -0.0846
H 7.51628 -2.97025 14.90909 -0.2564 -0.0305 -0.3463
H 8.04304 -4.24884 13.74569 -0.0879 0.1461 -0.0481
H 6.92386 -4.63843 15.06506 0.1364 -0.0619 0.1511
H 8.72858 -4.08990 16.49255 0.0518 -0.1461 0.1042
```
Positions in Å, forces in eV/Å.

Properties
Strongest force on any atom ... 0.0372 hartree/bohr


Values for Kohn-Sham gap, eV, ordered as above
8.3, 6.3